1.
ORCA calculation (ωB97M-V/def2-TZVPD) on a single C5H9ClO molecule at a distorted geometry.

As for the largest force on an atom: 0.0535 hartree/bohr. As for the spin multiplicity: 1. The energy relative to the best compared isomer or geometry (same formula, charge and spin) is 40.1 kcal/mol. The lowest unoccupied orbital energy is 0.97 eV. The SMILES is CO[C@H]1CC[C@H]1Cl. As for the frontier orbital gap: 10.7 eV. As for the HOMO energy: -9.75 eV. The charge is 0. Its total energy is -731.292033 hartree.

Geometry as XYZ:
```
16
C5H9ClO, DFT ωB97M-V/def2-TZVPD
C 2.50080 -1.01752 -0.19085
O 1.09931 -0.89477 -0.12160
C 0.65558 0.18817 0.62958
C 0.93410 1.56112 0.00106
C -0.49447 1.47115 -0.57516
C -0.85403 0.42505 0.49882
Cl -2.05004 -0.79986 -0.09075
H 2.66663 -2.07397 -0.45195
H 2.94437 -0.35237 -0.95393
H 3.00383 -0.80864 0.76255
H 1.00686 0.10055 1.71444
H 1.81135 1.56648 -0.73055
H 1.08727 2.37629 0.76505
H -1.10714 2.33305 -0.58656
H -0.49680 0.97457 -1.55156
H -1.31204 0.87189 1.36732
```


2.
ORCA calculation (ωB97M-V/def2-TZVPD) on 2 unconnected molecules or ions with the total composition C5H9ClO2 at a distorted geometry.

As for the largest force on an atom: 0.0696 hartree/bohr. As for the spin multiplicity: 1. The energy relative to the best compared isomer or geometry (same formula, charge and spin) is 41.7 kcal/mol. The lowest unoccupied orbital energy is 0.57 eV. The SMILES is CC(=O)Cl.C=C(C)O. As for the frontier orbital gap: 9.7 eV. As for the HOMO energy: -9.10 eV. The charge is 0. Its total energy is -806.537383 hartree.

Geometry as XYZ:
```
17
C5H9ClO2, DFT ωB97M-V/def2-TZVPD
C -1.98797 1.56494 -0.92455
C -1.31999 2.58266 -0.04962
O -0.86018 3.64668 -0.31622
Cl -0.96830 1.95949 1.71841
H -2.49762 0.90147 -0.25994
H -1.23004 0.74351 -1.08413
H -2.41789 2.09801 -1.78257
C 0.62343 -0.84302 -0.85208
C 1.36232 -1.17058 0.20446
C 1.01715 -2.31768 1.16341
O 2.47544 -0.51751 0.59011
H 0.97563 -0.03191 -1.44638
H -0.31890 -1.23028 -1.14578
H 0.56667 -1.96948 2.16792
H 1.81323 -3.01984 1.29334
H 0.09128 -2.73494 0.62858
H 2.67573 0.33848 0.09504
```


3.
ORCA calculation (ωB97M-V/def2-TZVPD) on a gas-phase ion, C5H9ClP (charge +1) at a distorted geometry.

As for the largest force on an atom: 0.1765 hartree/bohr. As for the spin multiplicity: 1. The energy relative to the best compared isomer or geometry (same formula, charge and spin) is 45.1 kcal/mol. The lowest unoccupied orbital energy is -4.75 eV. As for the frontier orbital gap: 8.4 eV. As for the HOMO energy: -13.14 eV. The charge is +1. Its total energy is -997.050174 hartree.

Geometry as XYZ:
```
16
C5H9ClP, DFT ωB97M-V/def2-TZVPD
C -0.52510 0.00326 -1.10468
C -0.22328 0.44531 0.43782
C -0.32405 0.59471 -2.38024
C 0.40017 1.63967 1.03128
C 0.34168 -1.92826 1.49790
P -1.12584 -0.83480 1.25430
Cl -1.52645 -1.45346 -0.77488
H -1.05677 1.34589 -2.70645
H -0.36224 -0.13904 -3.31717
H 0.68017 1.07755 -2.68538
H 0.70883 1.40869 2.04198
H -0.35423 2.46706 1.03352
H 1.41301 1.86434 0.61425
H 0.01797 -3.01460 1.46550
H 0.63998 -1.83485 2.61020
H 1.29613 -1.64147 0.98206
```


4.
ORCA calculation (ωB97M-V/def2-TZVPD) on a molecular structure, C5H9ClSi at a distorted geometry.

As for the largest force on an atom: 0.0878 hartree/bohr. As for the spin multiplicity: 1. The energy relative to the best compared isomer or geometry (same formula, charge and spin) is 60.1 kcal/mol. The lowest unoccupied orbital energy is 0.88 eV. As for the frontier orbital gap: 10.5 eV. As for the HOMO energy: -9.59 eV. The charge is 0. Its total energy is -945.528309 hartree.

Geometry as XYZ:
```
16
C5H9ClSi, DFT ωB97M-V/def2-TZVPD
C -1.31507 1.33379 0.58167
C -0.05833 1.34895 0.80336
C -1.88090 0.15394 -0.16784
C -0.75721 -0.82653 -0.57125
C 0.49675 -0.43312 0.22403
Si 2.32216 -0.74954 -0.32112
Cl 3.46252 0.92035 -0.03860
H -2.08456 2.00764 1.01711
H 0.57881 2.18962 1.17608
H -2.50676 -0.30590 0.65198
H -2.62939 0.47713 -1.11626
H -1.07279 -1.82872 -0.50384
H -0.66793 -0.63244 -1.64118
H 0.34216 -0.78797 1.32657
H 2.58008 -1.09854 -1.83781
H 3.19047 -1.76865 0.41710
```